The following is a quantum chemistry calculation of a 19-piece molecular cluster, C70H194N16O22 overall, from OMol25.

Computed properties:
- ΔE to the lowest compared entry with this formula, charge and spin: 0.000 eV
- Molar mass: 1612.412 g/mol
- HOMO energy: -0.324 Ha
- Largest force on an atom: 4.41 eV/Å
- Frontier orbital gap: 9.3 eV
- Total energy: -5314.3520 Eh

Last column: Löwdin charge in e.
Geometry (Å):
1 C 22.922 17.837 18.709  -0.061
2 C 23.130 17.645 20.223  -0.421
3 C 22.216 16.436 20.626  -0.186
4 O 22.145 16.193 22.034  -0.184
5 C 21.550 17.301 22.617  -0.154
6 N 24.494 17.482 20.659  0.039
7 H 23.343 18.764 18.299  0.075
8 H 21.871 17.785 18.388  0.040
9 H 23.463 17.082 18.134  0.065
10 H 22.830 18.577 20.668  0.114
11 H 22.543 15.470 20.202  0.108
12 H 21.263 16.633 20.149  0.083
13 H 22.245 18.109 22.896  0.093
14 H 21.167 16.947 23.580  0.085
15 H 20.717 17.691 22.043  0.087
16 H 24.679 17.264 21.621  0.063
17 H 24.974 16.776 20.033  0.097
18 C 18.816 22.784 27.402  -0.082
19 C 17.819 23.353 26.446  -0.443
20 C 17.164 22.290 25.532  -0.139
21 O 18.255 21.873 24.656  -0.189
22 C 17.928 20.895 23.768  -0.155
23 N 16.873 24.172 27.231  0.039
24 H 19.277 23.617 27.926  0.080
25 H 19.600 22.231 26.834  0.084
26 H 18.398 22.181 28.210  0.082
27 H 18.428 23.987 25.802  0.129
28 H 16.298 22.688 24.991  0.103
29 H 16.822 21.487 26.143  0.114
30 H 18.799 20.803 23.081  0.098
31 H 17.104 21.188 23.047  0.069
32 H 17.698 19.943 24.234  0.080
33 H 16.456 23.597 27.949  0.064
34 H 16.177 24.609 26.614  0.075
35 C 12.672 18.860 19.854  -0.048
36 C 13.367 20.006 20.598  -0.395
37 C 14.373 19.579 21.649  -0.177
38 O 13.843 18.432 22.383  -0.188
39 C 14.510 18.321 23.602  -0.126
40 N 14.096 20.933 19.718  0.050
41 H 12.307 18.988 18.837  0.058
42 H 11.780 18.701 20.433  0.074
43 H 13.292 17.958 19.843  0.052
44 H 12.612 20.654 21.030  0.137
45 H 14.568 20.433 22.347  0.108
46 H 15.367 19.364 21.317  0.096
47 H 15.596 18.352 23.482  0.078
48 H 14.196 17.334 23.948  0.089
49 H 14.189 19.100 24.286  0.087
50 H 13.399 21.462 19.207  0.072
51 H 14.676 20.421 19.017  0.082
52 C 16.108 21.305 12.721  -0.064
53 C 15.030 20.271 12.857  -0.447
54 C 15.518 18.795 12.943  -0.168
55 O 16.308 18.402 11.825  -0.181
56 C 16.595 17.028 11.759  -0.096
57 N 14.172 20.604 13.928  0.065
58 H 15.833 22.327 12.443  0.081
59 H 16.765 20.877 11.946  0.081
60 H 16.744 21.332 13.601  0.057
61 H 14.465 20.365 11.941  0.140
62 H 14.626 18.208 13.066  0.107
63 H 16.068 18.624 13.832  0.111
64 H 15.733 16.400 12.051  0.090
65 H 17.422 16.798 12.457  0.074
66 H 16.894 16.805 10.729  0.091
67 H 14.471 20.010 14.698  0.037
68 H 13.225 20.320 13.740  0.065
69 C 18.921 15.328 23.010  -0.069
70 C 19.656 14.278 23.791  -0.412
71 C 18.645 13.394 24.519  -0.236
72 O 19.337 12.384 25.231  -0.197
73 C 18.399 11.463 25.853  -0.061
74 N 20.474 13.382 22.911  0.060
75 H 18.152 14.818 22.402  0.067
76 H 19.545 15.862 22.260  0.061
77 H 18.465 16.088 23.638  0.086
78 H 20.230 14.746 24.589  0.132
79 H 17.974 12.929 23.771  0.090
80 H 18.038 14.049 25.173  0.137
81 H 17.755 12.049 26.511  0.088
82 H 18.836 10.660 26.429  0.081
83 H 17.899 11.056 24.991  0.076
84 H 21.268 13.923 22.533  0.071
85 H 20.911 12.645 23.453  0.073
86 C 19.545 11.854 15.342  -0.048
87 C 21.028 11.480 15.573  -0.456
88 C 21.097 10.325 16.552  -0.269
89 O 20.421 10.594 17.714  -0.200
90 C 20.827 9.928 18.947  -0.047
91 N 21.750 11.098 14.372  0.048
92 H 19.162 12.397 16.218  0.045
93 H 18.988 10.921 15.160  0.090
94 H 19.440 12.558 14.484  0.077
95 H 21.517 12.326 16.125  0.114
96 H 22.191 10.183 16.602  0.115
97 H 20.590 9.477 16.063  0.134
98 H 21.939 10.001 19.084  0.095
99 H 20.635 8.852 18.924  0.080
100 H 20.146 10.297 19.715  0.076
101 H 21.316 10.353 13.811  0.089
102 H 21.855 11.942 13.788  0.078
103 C 22.297 21.031 30.762  -0.057
104 C 21.531 20.886 29.401  -0.436
105 C 22.464 20.997 28.176  -0.206
106 O 21.706 20.557 27.033  -0.208
107 C 22.404 21.103 25.922  -0.124
108 N 20.840 19.618 29.409  0.024
109 H 22.981 20.196 30.847  0.061
110 H 21.646 20.924 31.617  0.067
111 H 22.921 21.948 30.753  0.082
112 H 20.784 21.693 29.322  0.124
113 H 23.358 20.352 28.298  0.133
114 H 22.814 22.019 28.041  0.116
115 H 23.420 20.742 25.956  0.077
116 H 22.421 22.186 25.958  0.080
117 H 21.971 20.850 24.913  0.101
118 H 20.353 19.532 28.518  0.066
119 H 21.479 18.804 29.527  0.094
120 C 15.136 23.091 22.375  -0.072
121 C 14.621 24.500 22.123  -0.415
122 C 14.687 24.898 20.704  -0.200
123 O 14.745 26.337 20.587  -0.180
124 C 14.737 26.888 19.308  -0.116
125 N 13.246 24.644 22.670  0.060
126 H 14.793 22.789 23.357  0.067
127 H 16.214 22.973 22.381  0.051
128 H 14.743 22.397 21.634  0.046
129 H 15.288 25.179 22.714  0.144
130 H 13.817 24.498 20.187  0.125
131 H 15.540 24.400 20.290  0.106
132 H 13.741 26.735 18.824  0.106
133 H 15.602 26.552 18.718  0.073
134 H 14.910 27.927 19.493  0.077
135 H 12.614 24.312 21.991  0.048
136 H 13.045 25.574 22.952  0.057
137 C 17.223 11.964 18.808  -0.020
138 C 18.307 12.631 19.715  -0.410
139 C 18.233 14.133 19.559  -0.157
140 O 18.437 14.588 18.185  -0.213
141 C 19.809 14.517 17.836  -0.105
142 N 18.084 12.265 21.094  0.082
143 H 17.558 11.736 17.782  0.073
144 H 16.339 12.586 18.694  0.066
145 H 16.947 11.037 19.244  0.059
146 H 19.268 12.370 19.368  0.090
147 H 18.874 14.651 20.253  0.101
148 H 17.210 14.437 19.820  0.122
149 H 19.937 15.017 16.899  0.053
150 H 20.218 13.497 17.671  0.077
151 H 20.423 14.997 18.563  0.074
152 H 18.821 12.542 21.724  0.033
153 H 17.820 11.321 21.115  0.053
154 C 10.506 18.478 14.743  -0.066
155 C 11.680 17.493 14.743  -0.417
156 C 12.675 18.185 15.677  -0.263
157 O 13.918 17.616 15.636  -0.205
158 C 14.813 18.170 16.599  -0.055
159 N 11.224 16.148 15.169  0.063
160 H 10.760 19.412 14.307  0.058
161 H 10.151 18.552 15.786  0.091
162 H 9.733 17.985 14.125  0.091
163 H 12.149 17.407 13.720  0.154
164 H 12.275 18.213 16.735  0.136
165 H 12.688 19.190 15.265  0.088
166 H 14.850 19.268 16.369  0.101
167 H 15.757 17.768 16.704  0.022
168 H 14.331 18.050 17.631  0.099
169 H 10.606 16.282 15.950  0.060
170 H 12.040 15.645 15.507  0.050
171 C 19.248 20.149 15.550  -0.056
172 C 20.583 20.693 15.239  -0.433
173 C 21.404 20.732 16.507  -0.250
174 O 20.992 21.704 17.398  -0.211
175 C 21.736 21.590 18.607  -0.071
176 N 21.241 19.757 14.296  0.050
177 H 19.332 19.153 15.912  0.052
178 H 18.576 20.092 14.674  0.083
179 H 18.803 20.783 16.332  0.093
180 H 20.513 21.703 14.848  0.127
181 H 22.523 20.926 16.241  0.156
182 H 21.396 19.767 16.960  0.088
183 H 21.546 22.502 19.099  0.066
184 H 22.826 21.555 18.341  0.109
185 H 21.387 20.763 19.218  0.081
186 H 20.622 19.486 13.543  0.066
187 H 22.032 20.241 13.815  0.094
188 C 23.551 12.778 19.335  -0.052
189 C 24.170 13.371 18.076  -0.445
190 C 24.670 12.170 17.212  -0.179
191 O 25.200 12.587 15.928  -0.195
192 C 26.647 12.860 16.081  -0.073
193 N 23.228 14.197 17.417  0.076
194 H 24.052 11.907 19.774  0.089
195 H 22.557 12.492 19.077  0.051
196 H 23.401 13.491 20.151  0.064
197 H 25.013 13.996 18.408  0.134
198 H 23.815 11.499 17.020  0.106
199 H 25.398 11.548 17.732  0.117
200 H 26.930 13.581 15.305  0.076
201 H 27.261 11.962 15.970  0.085
202 H 26.876 13.356 17.014  0.073
203 H 22.368 13.642 17.267  0.051
204 H 23.613 14.486 16.515  0.073
205 C 19.644 16.159 14.332  -0.050
206 C 21.033 15.837 14.880  -0.426
207 C 22.062 15.669 13.744  -0.191
208 O 23.366 15.425 14.299  -0.209
209 C 24.286 15.171 13.227  -0.079
210 N 21.381 16.738 15.954  0.063
211 H 19.718 16.920 13.600  0.049
212 H 19.020 16.510 15.156  0.067
213 H 19.168 15.294 13.826  0.085
214 H 21.005 14.854 15.385  0.110
215 H 22.054 16.492 13.056  0.116
216 H 21.668 14.851 13.206  0.100
217 H 25.234 14.869 13.714  0.086
218 H 24.431 16.090 12.634  0.090
219 H 23.772 14.359 12.685  0.091
220 H 21.897 16.229 16.645  0.025
221 H 21.782 17.663 15.730  0.079
222 C 18.838 26.624 16.976  -0.064
223 C 19.000 25.172 16.681  -0.398
224 C 19.075 24.929 15.155  -0.224
225 O 20.243 25.550 14.688  -0.198
226 C 20.575 25.334 13.328  -0.091
227 N 20.229 24.690 17.387  0.051
228 H 18.691 26.701 18.032  0.053
229 H 18.000 27.168 16.471  0.102
230 H 19.711 27.223 16.791  0.075
231 H 18.207 24.555 17.098  0.118
232 H 18.256 25.273 14.530  0.114
233 H 19.064 23.815 15.110  0.116
234 H 21.130 24.385 13.250  0.084
235 H 21.270 26.150 13.056  0.097
236 H 19.709 25.273 12.691  0.078
237 H 20.190 23.650 17.369  0.068
238 H 21.134 25.018 16.985  0.107
239 C 14.873 12.621 23.464  -0.065
240 C 13.987 12.493 22.192  -0.414
241 C 13.870 13.923 21.601  -0.182
242 O 13.205 13.870 20.295  -0.195
243 C 13.223 15.125 19.694  -0.142
244 N 14.569 11.586 21.205  0.045
245 H 15.011 11.647 23.972  0.079
246 H 14.478 13.341 24.172  0.068
247 H 15.939 12.929 23.296  0.054
248 H 12.975 12.201 22.467  0.131
249 H 14.876 14.313 21.536  0.103
250 H 13.319 14.576 22.333  0.135
251 H 12.930 14.958 18.660  0.073
252 H 14.249 15.602 19.715  0.093
253 H 12.469 15.812 20.165  0.094
254 H 15.521 11.915 21.044  0.027
255 H 14.117 11.733 20.288  0.075
256 C 16.886 17.499 19.162  -0.038
257 C 18.002 18.283 18.438  -0.364
258 C 18.251 19.597 19.178  -0.235
259 O 17.210 20.490 18.935  -0.194
260 C 17.128 21.450 20.009  -0.084
261 N 19.278 17.495 18.483  0.103
262 H 16.009 18.111 19.303  0.058
263 H 17.300 17.127 20.090  0.080
264 H 16.631 16.571 18.629  0.058
265 H 17.709 18.485 17.429  0.103
266 H 19.211 20.036 18.835  0.109
267 H 18.413 19.391 20.267  0.135
268 H 16.647 22.333 19.611  0.059
269 H 18.162 21.769 20.193  0.096
270 H 16.459 21.069 20.800  0.051
271 H 19.067 16.520 18.354  0.015
272 H 19.992 17.684 17.824  0.011
273 C 19.425 25.429 21.162  -0.234
274 C 18.456 25.304 22.299  -0.229
275 O 19.077 26.114 23.320  -0.087
276 O 19.132 24.574 20.038  -0.098
277 H 20.423 25.133 21.503  0.120
278 H 19.489 26.479 20.802  0.132
279 H 18.184 24.320 22.604  0.096
280 H 17.534 25.840 21.956  0.123
281 H 18.450 26.277 24.066  0.100
282 H 19.652 24.901 19.322  -0.002
283 C 15.528 23.767 17.099  -0.255
284 C 15.597 23.822 15.645  -0.262
285 O 14.657 24.787 15.212  -0.054
286 O 14.169 23.468 17.401  -0.095
287 H 15.813 24.727 17.612  0.109
288 H 16.167 22.978 17.513  0.116
289 H 15.307 22.864 15.275  0.094
290 H 16.603 24.030 15.213  0.108
291 H 14.256 24.443 14.404  0.098
292 H 13.564 24.052 16.856  0.112
293 C 14.741 14.377 15.583  -0.234
294 C 16.269 14.424 15.987  -0.201
295 O 16.578 15.779 16.257  -0.097
296 O 14.355 15.063 14.418  -0.069
297 H 14.226 14.779 16.478  0.108
298 H 14.477 13.368 15.454  0.099
299 H 16.832 14.129 15.063  0.123
300 H 16.351 13.661 16.776  0.095
301 H 17.249 15.836 16.957  0.044
302 H 14.330 16.014 14.611  0.046